Record 1
A molecular structure, C16H19BCrF4N6O. Source: the Open Molecules 2025 dataset; level of theory: ωB97M-V/def2-TZVPD.

Element x y z (Å)
Cr (-0.6873, -0.2029, -0.0383)
C (-2.0231, -0.5619, 3.9985)
C (-1.4852, 0.5781, 4.5835)
C (-0.6925, 1.4255, 3.8344)
C (-0.4520, 1.1295, 2.5039)
N (-0.9929, 0.0296, 1.9394)
C (-1.7531, -0.8067, 2.6730)
C (0.3945, 1.8930, 1.5749)
C (1.0988, 3.0378, 1.9270)
C (1.8899, 3.6743, 0.9823)
C (1.9769, 3.1681, -0.3103)
C (1.2678, 2.0278, -0.6694)
C (0.4707, 1.3716, 0.2722)
H (-2.6306, -1.2580, 4.5597)
H (-1.6816, 0.8000, 5.6243)
H (-0.2585, 2.3127, 4.2754)
H (-2.1326, -1.6875, 2.1739)
H (1.0364, 3.4406, 2.9315)
H (2.4375, 4.5687, 1.2528)
H (2.6009, 3.6668, -1.0424)
H (1.3409, 1.6478, -1.6805)
F (-0.3395, -3.5639, -0.9926)
B (-0.7312, -2.9446, 0.1711)
F (-1.8768, -2.0743, -0.0856)
F (0.2702, -1.9064, 0.5263)
F (-0.9529, -3.7523, 1.2389)
N (-2.5528, 2.2367, 0.2823)
N (-2.3017, 1.0603, -0.5004)
H (-3.3355, 2.7417, -0.1170)
H (-1.7239, 2.8165, 0.2317)
H (-2.2150, 1.2549, -1.4949)
H (-3.1186, 0.4618, -0.3945)
C (-1.3018, -2.1612, -4.1446)
N (0.0389, -1.9837, -3.5628)
C (1.0746, -2.7730, -3.9666)
C (2.2760, -2.7287, -3.3672)
C (2.4078, -1.8219, -2.2768)
N (1.3995, -1.0476, -1.8917)
C (0.2202, -1.1579, -2.4946)
O (-0.7852, -0.5010, -2.0517)
N (3.5603, -1.7014, -1.6084)
H (-1.1937, -2.3847, -5.2014)
H (-1.8626, -1.2454, -4.0222)
H (-1.8229, -2.9731, -3.6407)
H (0.8628, -3.4368, -4.7936)
H (3.0869, -3.3647, -3.6911)
H (4.3270, -2.3267, -1.7782)
H (3.5781, -1.1244, -0.7837)

Calculated values
**Total energy**: -2493.737412 hartree
**F_max**: 0.73 eV Å⁻¹
**Lowest unoccupied orbital energy (alpha / beta)**: -3.758 / -3.265 eV
**Molar mass**: 450.2 g/mol
**Expectation value of S²**: 0.76
**Frontier orbital gap (alpha / beta)**: 0.2851 / 0.2999 hartree
**HOMO energy (alpha / beta)**: -11.5 / -11.4 eV
**Net charge**: +1
**Spin multiplicity**: 2

Atom charges from the Löwdin analysis, given in e for atoms 1 to 5: 0.953 -0.021 -0.021 0.018 -0.197



Record 2
2 unconnected molecules or ions with the total composition H3PS2 at a distorted geometry. Source: the Open Molecules 2025 dataset; level of theory: ωB97M-V/def2-TZVPD.

Element x y z (Å)
P (-0.4327, -0.3170, -0.2795)
S (-2.1607, -0.1526, -1.1119)
S (1.0870, 1.0450, -1.0311)
H (-0.7024, -0.1901, 1.9950)
H (0.3148, -1.4772, -0.3916)
H (0.6399, 1.7659, -2.1394)

Calculated values
**Total energy**: -1139.413028 hartree
**F_max**: 2.56 eV Å⁻¹
**Lowest unoccupied orbital energy (alpha / beta)**: -1.786 / -1.309 eV
**Molar mass**: 98.1 g/mol
**Frontier orbital gap (alpha / beta)**: 0.2759 / 0.2801 hartree
**HOMO energy (alpha / beta)**: -9.3 / -8.9 eV
**Energy relative to the best compared isomer or geometry (same formula, charge and spin)**: 3.068 eV

Atom charges from the Löwdin analysis, given in e for atoms 1 to 5: -0.124 0.047 0.258 0.075 -0.105



Record 3
2 unconnected molecules or ions with the total composition C4H9N at a distorted geometry. Source: the Open Molecules 2025 dataset; level of theory: ωB97M-V/def2-TZVPD.

Element x y z (Å)
C (0.5183, -0.0696, -2.6115)
C (1.7189, 0.4446, -2.3583)
H (0.3503, -0.4542, -3.6131)
H (-0.3435, -0.1248, -1.9567)
H (2.5675, 0.0566, -2.9062)
H (1.8946, 1.0312, -1.4599)
C (-1.2987, -1.1678, 1.7804)
C (-0.2569, 0.9195, 1.1682)
N (-0.5868, 0.1001, 2.0403)
H (-0.6742, -1.9306, 1.3049)
H (-2.1096, -0.8820, 1.1205)
H (-1.6761, -1.5847, 2.7116)
H (-0.1973, 1.9997, 1.3308)
H (0.0754, 0.5999, 0.1650)

Calculated values
**Total energy**: -212.127286 hartree
**F_max**: 2.18 eV Å⁻¹
**Lowest unoccupied orbital energy (alpha / beta)**: -5.887 / -8.898 eV
**Molar mass**: 71.1 g/mol
**Expectation value of S²**: 0.76
**Frontier orbital gap (alpha / beta)**: 0.2733 / 0.1625 hartree
**HOMO energy (alpha / beta)**: -13.3 / -13.3 eV
**Net charge**: +1
**Spin multiplicity**: 2
**Energy relative to the best compared isomer or geometry (same formula, charge and spin)**: 4.160 eV

Atom charges from the Löwdin analysis, given in e for atoms 1 to 5: -0.079 -0.065 0.057 0.022 0.062



Record 4
9 unconnected molecules or ions with the total composition C32H44F6N4O8P at a distorted geometry. Source: the Open Molecules 2025 dataset; level of theory: ωB97M-V/def2-TZVPD.

Element x y z (Å)
P (2.5294, 0.4767, 31.7786)
F (4.0288, -0.2167, 31.7782)
F (1.7991, -0.8921, 32.3264)
F (2.8157, 1.0559, 33.2892)
F (0.9431, 1.0652, 31.8693)
F (3.1182, 1.8890, 31.2823)
F (2.2622, -0.0353, 30.1903)
O (2.3447, 4.9938, 25.2175)
C (1.2704, 4.8985, 25.8954)
O (0.5674, 5.9623, 26.2830)
C (-0.3692, 5.5023, 27.2134)
C (-0.5172, 3.9503, 27.1474)
C (0.7834, 3.5455, 26.4515)
H (-1.3098, 6.0498, 27.1530)
H (0.0886, 5.7474, 28.1718)
H (-1.4509, 3.5658, 26.7369)
H (-0.6787, 3.4117, 28.0811)
H (0.4934, 2.8807, 25.6378)
H (1.4710, 3.1479, 27.1979)
O (9.2418, 5.2364, 36.8610)
C (8.1954, 4.7086, 36.5791)
O (7.0852, 5.0292, 37.1448)
C (5.8911, 4.5724, 36.5383)
C (6.3014, 3.4702, 35.7302)
C (7.8349, 3.6878, 35.5159)
H (5.4909, 5.3265, 35.8606)
H (5.1566, 4.1898, 37.2470)
H (5.8489, 3.4191, 34.7398)
H (6.1298, 2.5484, 36.2860)
H (8.0418, 3.9485, 34.4780)
H (8.3441, 2.7590, 35.7730)
O (1.3047, 3.0955, 39.8922)
C (0.8307, 2.2369, 39.0938)
O (-0.2803, 1.4625, 39.4772)
C (-0.8127, 0.6935, 38.3760)
C (0.1203, 1.0569, 37.2127)
C (1.3297, 1.6841, 37.7467)
H (-1.8501, 0.9619, 38.1763)
H (-0.5010, -0.3108, 38.6629)
H (-0.4962, 1.8108, 36.7233)
H (0.3770, 0.1624, 36.6451)
H (1.5137, 2.4344, 36.9777)
H (2.0957, 0.9187, 37.8713)
O (-5.8068, 0.0696, 33.6192)
C (-5.1478, -0.5919, 32.8842)
O (-3.7705, -0.4516, 32.9571)
C (-3.0408, -1.4128, 32.1902)
C (-4.0927, -2.4003, 31.7823)
C (-5.4494, -1.6909, 31.8652)
H (-2.1751, -1.8831, 32.6566)
H (-2.6820, -0.9441, 31.2739)
H (-4.1827, -3.2152, 32.5006)
H (-3.8273, -2.8402, 30.8210)
H (-6.1454, -2.5023, 32.0781)
H (-5.7046, -1.2284, 30.9117)
N (2.3554, 5.4258, 32.7966)
C (3.2318, 6.0466, 31.9881)
C (3.2648, 7.2926, 32.4721)
C (2.1510, 7.5554, 33.3081)
C (1.7514, 6.2957, 33.6121)
H (2.0398, 4.4704, 32.7088)
H (3.8635, 5.4702, 31.3285)
H (3.8220, 8.1716, 32.1836)
H (1.8682, 8.4728, 33.8029)
H (0.9301, 5.9380, 34.2155)
N (4.4058, -4.4218, 30.4788)
C (5.5550, -3.9644, 29.9478)
C (6.2813, -5.0176, 29.5379)
C (5.5304, -6.1770, 29.6639)
C (4.2916, -5.8364, 30.2376)
H (3.7274, -3.8878, 31.0029)
H (6.0469, -3.0147, 30.0979)
H (7.3304, -4.9824, 29.2840)
H (5.8373, -7.1852, 29.4281)
H (3.4443, -6.3758, 30.6344)
N (7.6289, -2.9130, 33.7953)
C (8.3924, -3.9503, 34.2153)
C (9.2219, -3.5704, 35.2735)
C (8.8832, -2.2285, 35.4467)
C (7.8708, -1.8596, 34.5981)
H (6.9129, -2.9400, 33.0834)
H (8.2077, -4.8711, 33.6820)
H (9.9755, -4.1008, 35.8368)
H (9.3483, -1.6906, 36.2595)
H (7.2084, -1.0068, 34.5806)
N (9.5436, 1.9844, 27.0736)
C (9.7759, 0.7635, 27.7321)
C (8.7525, 0.5078, 28.6772)
C (7.8910, 1.5503, 28.6178)
C (8.3795, 2.4299, 27.6916)
H (10.0661, 2.4850, 26.3690)
H (10.6294, 0.1539, 27.4747)
H (8.7861, -0.4009, 29.2598)
H (7.0373, 1.5047, 29.2777)
H (7.9074, 3.2763, 27.2151)

Calculated values
**Total energy**: -3007.412536 hartree
**F_max**: 6.43 eV Å⁻¹
**Lowest unoccupied orbital energy**: 2.063 eV
**Molar mass**: 757.7 g/mol
**Frontier orbital gap**: 0.3093 hartree
**HOMO energy**: -6.4 eV
**Net charge**: -1

Atom charges from the Löwdin analysis, given in e for atoms 1 to 5: 0.271 -0.202 -0.210 -0.209 -0.243



Record 5
C2H4N6 in the gas phase at a distorted geometry. Source: the Open Molecules 2025 dataset; level of theory: ωB97M-V/def2-TZVPD.

Element x y z (Å)
C (1.6323, 0.0272, -0.4066)
C (-1.6548, 0.8796, 0.0597)
H (3.4843, -0.6429, -0.5828)
H (1.2248, 0.5821, -1.2681)
H (0.8613, -0.0417, 1.4807)
H (-1.4091, 1.9127, 0.1492)
N (2.7127, -0.4649, 0.0009)
N (0.5999, -0.0351, 0.5724)
N (-0.7498, -0.1324, 0.2298)
N (-2.7692, 0.2690, -0.1825)
N (-2.5889, -1.0495, -0.1291)
N (-1.3436, -1.3040, 0.0763)

Calculated values
**Total energy**: -407.037162 hartree
**F_max**: 4.42 eV Å⁻¹
**Lowest unoccupied orbital energy**: 0.755 eV
**Molar mass**: 112.1 g/mol
**Frontier orbital gap**: 0.3954 hartree
**HOMO energy**: -10.0 eV
**Energy relative to the best compared isomer or geometry (same formula, charge and spin)**: 2.170 eV
**Structure (SMILES)**: [H]/N=C/Nn1cnnn1

Atom charges from the Löwdin analysis, given in e for atoms 1 to 5: -0.248 -0.122 0.032 0.128 0.090



Record 6
A molecular structure, C5H10BCuF5NO2PS at a distorted geometry. Source: the Open Molecules 2025 dataset; level of theory: ωB97M-V/def2-TZVPD.

Element x y z (Å)
N (0.5114, 2.9800, 0.6630)
P (0.7280, 1.6205, -0.0008)
O (0.6459, 1.6573, -1.5793)
O (2.3156, 1.0964, 0.2458)
B (-0.4888, 0.3686, 0.7995)
C (0.1897, -0.8535, 1.4942)
C (0.9867, -1.6817, 0.4532)
C (0.3613, -1.6214, -0.9674)
S (0.8582, -3.1079, -1.8977)
C (-2.0700, 0.5887, 0.8201)
F (-2.6840, -0.4524, 1.4109)
F (-2.3442, 1.6875, 1.5575)
C (-2.7027, 0.7754, -0.5983)
F (-1.8978, 0.1758, -1.5055)
F (-2.8281, 2.0672, -0.8866)
F (-3.8983, 0.1882, -0.6530)
H (-0.2261, 3.0355, 1.3567)
H (1.4818, 1.8403, -2.0203)
H (2.4867, 1.4059, 1.1452)
H (0.8792, -0.4221, 2.2143)
H (-0.4343, -1.5265, 2.0592)
H (2.0341, -1.3086, 0.4712)
H (0.9824, -2.7142, 0.7638)
H (0.7123, -0.7716, -1.5234)
H (-0.7179, -1.6913, -0.9387)
H (1.7254, -2.6178, -2.8129)
Cu (3.3934, -0.7184, -0.0706)

Calculated values
**Total energy**: -3305.208671 hartree
**F_max**: 2.14 eV Å⁻¹
**Lowest unoccupied orbital energy (alpha / beta)**: -9.450 / -12.826 eV
**Molar mass**: 348.5 g/mol
**Expectation value of S²**: 0.75
**Frontier orbital gap (alpha / beta)**: 0.2636 / 0.1393 hartree
**HOMO energy (alpha / beta)**: -16.6 / -16.6 eV
**Net charge**: +2
**Spin multiplicity**: 2
**Energy relative to the best compared isomer or geometry (same formula, charge and spin)**: 0.000 eV

Atom charges from the Löwdin analysis, given in e for atoms 1 to 5: -0.047 0.557 -0.103 -0.197 -0.156



Which formula does entry 1 have?
C16H19BCrF4N6O